--- one ---
2 unconnected molecules or ions with the total composition C3H13N4, computed with the ωB97M-V functional and the def2-TZVPD basis.

Each line ends with the Löwdin charge.
Atoms and positions in Å:
N -0.43 0.97 -1.29  -0.021
C 0.26 2.27 -1.01  -0.347
N -0.51 3.40 -0.58  0.005
H -1.24 0.95 -0.67  0.054
H -0.89 1.13 -2.19  0.078
H 1.03 2.07 -0.27  0.100
H 0.77 2.53 -1.94  0.113
H -1.16 3.74 -1.28  0.072
H -1.10 3.16 0.22  0.063
C 0.47 -2.05 1.32  -0.097
C 0.11 -1.61 0.10  -0.212
N 0.75 -1.85 -1.08  0.093
N -0.34 -1.61 2.46  0.170
H 1.30 -2.68 1.56  0.122
H -0.86 -1.16 -0.07  0.109
H 0.60 -1.02 -1.65  0.076
H 1.72 -2.14 -1.05  0.112
H 0.20 -1.01 3.09  0.172
H -0.71 -2.35 3.07  0.175
H -1.15 -1.08 2.15  0.164

Values from the calculation:
Lowest unoccupied orbital energy in eV: -3.642
Gap between HOMO and LUMO in eV: 8.84
HOMO in eV: -12.477
Charge: +1

--- two ---
2 unconnected molecules or ions with the total composition C3H13N4, computed with the ωB97M-V functional and the def2-TZVPD basis.

Each line ends with the Löwdin charge.
Atoms and positions in Å:
C -0.60 -1.06 -1.32  -0.295
N -1.06 -1.40 -2.64  0.017
C -1.79 -0.85 -0.40  -0.136
N -1.30 -0.84 1.03  0.189
H 0.03 -0.16 -1.26  0.105
H -0.01 -1.89 -0.92  0.127
H -1.44 -0.59 -3.13  0.089
H -0.30 -1.75 -3.21  0.089
H -2.50 -1.67 -0.48  0.136
H -2.29 0.10 -0.56  0.135
H -2.03 -0.49 1.65  0.171
H -1.00 -1.77 1.32  0.174
H -0.51 -0.18 1.17  0.099
N 2.69 1.53 0.60  0.102
C 1.38 1.64 0.90  -0.395
N 0.89 1.26 2.03  0.033
H 2.96 1.08 -0.26  0.098
H 3.27 1.25 1.38  0.106
H 0.75 2.10 0.14  0.120
H 0.00 1.73 2.16  0.036

Values from the calculation:
Lowest unoccupied orbital energy in eV: -3.379
Gap between HOMO and LUMO in eV: 9.97
HOMO in eV: -13.354
Charge: +1

--- three ---
A gas-phase ion, C3H13N4 (charge +1), computed with the ωB97M-V functional and the def2-TZVPD basis.

Each line ends with the Löwdin charge.
Atoms and positions in Å:
C -2.51 -0.22 0.08  -0.066
N -1.27 0.04 -0.59  -0.034
N -0.26 0.88 0.49  0.055
N 1.02 0.65 0.38  -0.245
C 1.88 1.37 -0.56  -0.033
C 1.21 -0.69 0.93  -0.208
N 0.47 -1.61 0.15  0.045
H -3.41 -0.34 -0.62  0.131
H -2.49 -1.31 0.37  0.108
H -2.53 0.47 0.88  0.074
H -0.63 -0.75 -0.69  0.056
H -1.47 0.47 -1.52  0.168
H -0.60 1.87 0.38  0.170
H 2.14 2.37 -0.08  0.104
H 2.88 0.94 -0.79  0.098
H 1.28 1.58 -1.54  0.113
H 2.24 -0.83 1.12  0.121
H 0.75 -0.66 1.87  0.122
H 1.03 -1.75 -0.76  0.158
H 0.28 -2.47 0.48  0.063

Values from the calculation:
Lowest unoccupied orbital energy in eV: -2.838
Gap between HOMO and LUMO in eV: 10.59
HOMO in eV: -13.428
SMILES string: C[NH2+]NN(C)CN
Charge: +1

Which of them is least stable? Easy: three.

--- one ---
A single C4H5NO2 molecule, computed with the ωB97M-V functional and the def2-TZVPD basis.

Each line ends with the Löwdin charge.
Atoms and positions in Å:
O -2.17 -0.41 -0.44  0.080
C -1.47 0.54 -0.17  -0.163
C -0.21 0.34 0.70  -0.299
C 0.91 1.16 0.14  -0.130
C 1.58 0.10 -0.67  -0.094
N 1.14 -1.07 -0.29  0.040
O 0.26 -0.98 0.66  -0.072
H -1.69 1.48 -0.65  0.117
H -0.41 0.43 1.76  0.159
H 1.60 1.54 0.92  0.131
H 0.50 2.03 -0.39  0.110
H 2.42 0.22 -1.37  0.121

Values from the calculation:
Lowest unoccupied orbital energy in eV: 0.524
Gap between HOMO and LUMO in eV: 10.04
HOMO in eV: -9.513
SMILES string: O=C[C@@H]1CC=NO1
Charge: 0

--- two ---
A single C4H5NO2 molecule, computed with the ωB97M-V functional and the def2-TZVPD basis.

Each line ends with the Löwdin charge.
Atoms and positions in Å:
N 0.43 1.32 1.19  0.073
C 0.60 0.08 0.51  -0.293
C 1.45 -0.08 -0.52  -0.141
O 2.23 -0.09 -1.39  0.186
C -0.51 -0.90 0.30  -0.245
C -1.33 -0.44 -0.81  -0.063
O -0.24 -1.39 -1.02  -0.056
H 0.90 2.08 0.71  0.085
H 0.75 1.30 2.15  0.075
H -0.82 -1.64 1.05  0.147
H -1.24 0.65 -0.97  0.125
H -2.22 -0.89 -1.20  0.109

Values from the calculation:
Lowest unoccupied orbital energy in eV: 0.813
Gap between HOMO and LUMO in eV: 9.06
HOMO in eV: -8.246
SMILES string: NC(=C=O)[C@H]1CO1
Charge: 0

Which of them is least stable? Easy: two.

--- one ---
A molecular structure, C4H5NO2, computed with the ωB97M-V functional and the def2-TZVPD basis.

Each line ends with the Löwdin charge.
Atoms and positions in Å:
O 0.05 1.48 -0.54  0.014
C 0.93 0.79 0.24  -0.133
C 0.87 -0.62 -0.17  -0.245
C -0.15 -0.41 0.93  -0.179
N -1.42 -0.05 0.29  0.073
C -0.83 0.39 -0.94  -0.338
O 0.12 -0.61 -1.35  0.009
H 1.54 1.31 0.96  0.146
H 1.67 -1.34 -0.12  0.156
H -1.20 -1.19 0.47  0.191
H -0.11 -0.46 2.00  0.135
H -1.47 0.70 -1.76  0.170

Values from the calculation:
Lowest unoccupied orbital energy in eV: 0.961
Gap between HOMO and LUMO in eV: 9.38
HOMO in eV: -8.417
Charge: 0

--- two ---
A single C4H5NO2 molecule, computed with the ωB97M-V functional and the def2-TZVPD basis.

Each line ends with the Löwdin charge.
Atoms and positions in Å:
C 2.09 -0.43 -0.03  -0.013
C 0.62 -0.28 0.03  -0.269
O -0.11 -1.45 -0.01  0.076
C -1.38 -1.02 0.00  -0.183
N -1.55 0.27 -0.01  0.176
C -0.27 0.72 0.05  -0.369
O -0.10 2.07 -0.05  0.063
H 2.49 -0.87 0.94  0.103
H 2.55 0.56 -0.06  0.073
H 2.43 -1.03 -0.90  0.095
H -2.14 -1.75 0.02  0.122
H 0.81 2.36 0.23  0.127

Values from the calculation:
Lowest unoccupied orbital energy in eV: 0.627
Gap between HOMO and LUMO in eV: 9.30
HOMO in eV: -8.669
SMILES string: Cc1ocnc1O
Charge: 0

Which of them is least stable? Easy: one.

--- one ---
2 unconnected molecules or ions with the total composition C4H11N3O2, computed with the ωB97M-V functional and the def2-TZVPD basis.

Each line ends with the Löwdin spin population.
Atoms and positions in Å:
C -3.04 -0.27 0.74  0.000
C -2.14 -1.40 0.43  0.000
O -2.70 -2.61 0.27  0.000
O -0.96 -1.26 0.16  0.000
H -3.76 -0.05 -0.05  0.000
H -2.64 0.62 1.21  0.000
H -3.67 -0.73 1.56  0.000
C 2.12 -0.34 -1.51  0.027
C 1.74 1.30 0.17  0.041
N 2.94 1.73 0.06  0.536
N 1.11 0.47 -0.78  0.326
N 0.86 1.68 1.19  0.035
H 3.47 1.57 -0.80  0.017
H -2.08 -3.33 0.09  0.000
H 0.34 -0.09 -0.38  0.008
H 0.26 2.47 0.93  -0.003
H 1.32 2.12 1.99  -0.001
H 2.65 -1.07 -0.87  0.008
H 2.65 0.21 -2.28  0.007
H 1.53 -1.03 -2.13  0.000

Values from the calculation:
Lowest unoccupied orbital energy (alpha / beta) in eV: -3.305 / -8.087
Gap between HOMO and LUMO (alpha / beta) in eV: 10.80 / 6.02
HOMO (alpha / beta) in eV: -14.109 / -14.105
Multiplicity: 2
Charge: +1

--- two ---
2 unconnected molecules or ions with the total composition C4H11N3O2, computed with the ωB97M-V functional and the def2-TZVPD basis.

Each line ends with the Löwdin spin population.
Atoms and positions in Å:
C 0.53 -3.46 0.25  0.000
C -0.02 -2.05 0.53  0.001
O -1.18 -2.00 -0.17  0.001
O 0.32 -1.11 1.21  0.005
H 1.37 -3.24 -0.46  0.000
H -0.31 -4.01 -0.19  0.000
H 0.90 -4.02 1.12  0.000
C -0.56 1.27 -2.15  0.093
C 0.15 1.80 0.05  0.076
N -0.76 1.34 -0.75  0.491
N 1.41 2.32 -0.18  0.111
N -0.10 2.01 1.41  0.134
H -1.91 -1.42 0.09  0.000
H -0.32 2.19 -2.69  0.042
H -1.20 0.52 -2.66  0.001
H 1.81 2.48 -1.09  0.005
H 1.51 3.19 0.35  0.002
H -1.06 1.72 1.56  0.001
H 0.52 1.50 2.04  0.005
H 0.44 0.83 -2.41  0.031

Values from the calculation:
Lowest unoccupied orbital energy (alpha / beta) in eV: -3.437 / -8.158
Gap between HOMO and LUMO (alpha / beta) in eV: 10.50 / 5.75
HOMO (alpha / beta) in eV: -13.934 / -13.907
Multiplicity: 2
Charge: +1

Which of them is least stable? Easy: two.

--- one ---
2 unconnected molecules or ions with the total composition C4H11N3O2, computed with the ωB97M-V functional and the def2-TZVPD basis.

Each line ends with the Löwdin spin population.
Atoms and positions in Å:
C 0.50 0.95 -2.17  0.001
C 1.27 -0.13 -2.88  0.000
O 2.53 -0.47 -2.44  0.000
O 0.89 -0.51 -3.96  0.000
H 1.22 1.59 -1.69  0.000
H 0.00 0.49 -1.31  0.000
H -0.28 1.27 -2.82  0.000
C -1.03 1.72 1.85  0.069
C -0.58 -0.73 1.67  0.075
N -0.20 0.51 1.78  0.515
N -1.82 -1.32 1.83  0.017
N 0.52 -1.52 1.61  0.259
H 2.94 -0.79 -3.26  0.000
H -1.95 1.40 2.31  0.012
H -1.18 2.06 0.83  0.035
H -2.37 -1.05 1.01  0.001
H -1.89 -2.30 2.04  0.001
H 0.44 -2.53 1.71  0.007
H 1.46 -1.16 1.52  0.004
H -0.48 2.51 2.37  0.005

Values from the calculation:
Lowest unoccupied orbital energy (alpha / beta) in eV: -3.529 / -7.807
Gap between HOMO and LUMO (alpha / beta) in eV: 9.65 / 5.38
HOMO (alpha / beta) in eV: -13.184 / -13.183
Multiplicity: 2
Charge: +1

--- two ---
2 unconnected molecules or ions with the total composition C4H11N3O2, computed with the ωB97M-V functional and the def2-TZVPD basis.

Each line ends with the Löwdin spin population.
Atoms and positions in Å:
C 1.66 -0.08 1.56  0.054
C 0.77 1.79 0.24  0.031
N -0.10 2.18 -0.62  0.515
N 0.59 0.61 0.87  0.349
N 1.87 2.53 0.69  -0.012
H -1.14 0.28 -1.33  0.001
H 0.01 3.00 -1.21  0.015
H 0.05 -0.12 0.40  0.006
H 1.78 3.45 0.26  -0.001
H 1.80 2.54 1.71  -0.002
H 2.27 -0.63 0.84  0.031
H 1.25 -0.81 2.25  0.010
H 2.41 0.48 2.11  0.002
C -2.30 -2.69 -1.21  0.000
C -1.38 -1.54 -0.98  0.000
O -1.84 -0.37 -1.43  0.001
O -0.33 -1.58 -0.36  0.001
H -3.32 -2.52 -0.88  0.000
H -1.85 -3.53 -0.67  0.000
H -2.19 -3.01 -2.24  0.000

Values from the calculation:
Lowest unoccupied orbital energy (alpha / beta) in eV: -3.195 / -8.037
Gap between HOMO and LUMO (alpha / beta) in eV: 11.44 / 6.53
HOMO (alpha / beta) in eV: -14.640 / -14.568
Multiplicity: 2
Charge: +1

Which of them is least stable? Easy: one.

--- one ---
A molecular structure, C5H7NO2, computed with the ωB97M-V functional and the def2-TZVPD basis.

Each line ends with the Löwdin charge.
Atoms and positions in Å:
C 1.12 -0.66 -0.02  -0.360
C 1.54 0.90 0.06  -0.191
C -0.66 0.78 0.53  -0.124
C -2.14 0.24 -0.07  -0.052
C -0.38 -0.54 -0.22  -0.281
H 2.44 0.99 -0.75  0.165
H 2.10 1.40 0.92  0.134
H 0.18 1.74 -1.22  0.135
H -0.39 0.77 1.62  0.163
H -2.20 0.47 -1.10  0.085
H -3.19 0.14 0.53  0.164
H -0.14 -0.11 -1.23  0.160
N 0.38 1.70 -0.16  -0.079
O 1.88 -1.53 0.06  0.143
O -1.67 -1.17 0.02  -0.062

Values from the calculation:
Lowest unoccupied orbital energy in eV: 0.783
Gap between HOMO and LUMO in eV: 9.50
HOMO in eV: -8.712
Charge: 0

--- two ---
A single C5H7NO2 molecule, computed with the ωB97M-V functional and the def2-TZVPD basis.

Each line ends with the Löwdin charge.
Atoms and positions in Å:
C 2.27 -0.30 -0.27  -0.091
C 1.06 -0.13 0.48  -0.425
O 0.73 1.14 -0.06  -0.145
N -0.57 1.58 0.04  0.037
C -1.64 0.91 -0.13  0.002
C -1.52 -0.71 0.15  -0.306
O -0.90 -1.29 -0.70  0.091
C -0.08 -1.10 0.40  -0.175
H 3.04 -1.21 -0.06  0.117
H 2.28 0.12 -1.51  0.176
H 2.88 0.78 0.01  0.142
H 0.98 -0.05 1.70  0.203
H -2.50 1.53 -0.01  0.090
H -2.17 -1.20 0.88  0.143
H 0.19 -1.90 1.05  0.139

Values from the calculation:
Lowest unoccupied orbital energy in eV: 0.822
Gap between HOMO and LUMO in eV: 10.12
HOMO in eV: -9.302
SMILES string: C[C@H]1ON=C[C@H]2O[C@@H]12
Charge: 0

Which of them is least stable? Easy: two.